Entry 1:
DFT (ωB97M-V/def2-TZVPD) results for a cluster of 2 separate species, C27H35ClNO6PS in total.

Each line ends with the Mulliken charge.
Cartesian coordinates (Å):
C1 -0.99606 -2.03899 5.86838  -1.443
C2 -1.93566 -1.59250 4.75698  -0.124
C3 -2.41882 -2.76728 3.89317  -1.088
C4 -3.11216 -2.29788 2.59619  0.754
C5 -4.63844 -2.05788 2.75048  -1.758
C6 -2.74421 -3.09788 1.34819  0.398
C7 -1.68112 -2.60150 0.58023  -0.084
C8 -1.34311 -3.16685 -0.65520  0.212
C9 -2.05768 -4.23174 -1.14889  -1.204
C10 -3.10676 -4.75782 -0.40383  0.428
S1 -3.93205 -6.06440 -1.28804  -0.224
C11 -3.43803 -4.25144 0.86800  0.378
P1 -4.90830 -5.01614 1.71937  0.145
O1 -4.44614 -4.88482 3.28708  -0.360
O2 -4.55798 -6.61722 1.56751  -0.524
C12 -0.25275 -2.58427 -1.50429  -0.134
O3 0.38646 -3.26319 -2.27705  -0.589
C13 -0.05132 -1.12288 -1.33908  0.115
C14 0.42267 -0.32491 -2.36514  -0.819
C15 0.59892 1.04071 -2.18131  1.194
C16 1.09124 1.88385 -3.33302  -1.604
C17 0.00706 2.38229 -4.29279  0.362
C18 -1.09155 3.21764 -3.66280  -1.280
Cl1 -0.71596 0.99774 -5.18114  -0.212
C19 0.34549 1.59183 -0.91740  0.714
C20 0.63109 3.04467 -0.61453  -1.301
O4 2.02165 3.32946 -0.64745  -0.268
C21 2.72806 2.77316 0.44033  -0.576
C22 -0.11366 0.78420 0.11102  -0.721
C23 -0.33637 -0.56796 -0.09614  -0.033
C24 -0.81308 -1.45791 1.00608  -0.388
O5 -0.46165 -1.26584 2.15021  -0.551
H1 -0.10389 -2.51890 5.46575  0.346
H2 -0.65988 -1.17261 6.44389  0.398
H3 -1.49156 -2.70537 6.57663  0.332
H4 -2.81531 -1.11879 5.20659  0.301
H5 -1.43986 -0.83964 4.14536  0.213
H6 -3.11119 -3.33392 4.50610  0.634
H7 -1.55676 -3.39371 3.65341  0.362
H8 -2.69992 -1.30685 2.42163  0.592
H9 -4.85207 -0.99034 2.71627  0.408
H10 -5.20753 -2.50568 1.93460  0.421
H11 -5.00978 -2.46176 3.68954  0.377
H12 -1.81489 -4.62993 -2.12518  0.534
H13 -5.14519 -5.97140 -0.73700  0.185
H14 -4.46568 -5.76387 3.68179  0.319
H15 -3.61326 -6.79189 1.46035  0.395
H16 0.64951 -0.77150 -3.32345  0.584
H17 1.64985 2.73533 -2.94130  0.370
H18 1.77984 1.28180 -3.92790  0.517
H19 0.50812 2.98013 -5.05400  0.420
H20 -0.65684 4.16686 -3.34150  0.296
H21 -1.88739 3.41076 -4.37654  0.431
H22 -1.49843 2.71810 -2.78238  0.249
H23 0.18464 3.71006 -1.34984  0.145
H24 0.23990 3.27933 0.37996  0.529
H25 2.25578 3.01210 1.39970  0.312
H26 2.81115 1.68241 0.36607  0.245
H27 3.73459 3.18301 0.43695  0.195
H28 -0.29292 1.20322 1.09351  0.484
C25 6.02584 5.31333 -0.82980  0.106
O6 5.69981 4.58312 0.08532  -0.584
N1 6.26626 4.89049 -2.08561  0.115
C26 6.65772 5.79571 -3.14495  -0.919
C27 6.11689 3.47383 -2.37425  -0.739
H29 6.14951 6.40224 -0.70538  0.292
H30 5.92792 5.77878 -3.95704  0.334
H31 7.63427 5.51986 -3.54804  0.332
H32 6.71767 6.80918 -2.75346  0.293
H33 5.09723 3.14840 -2.16354  0.085
H34 6.79285 2.88470 -1.75416  0.294
H35 6.34321 3.29916 -3.42321  0.383

Atoms 1-6, force components in eV/Å:
C -0.027 0.374 0.166
C -0.258 -0.124 0.033
C 0.285 0.429 0.164
C -0.420 0.109 0.026
C 0.289 -0.058 -0.006
C 0.001 -0.318 -0.007

Output
Kohn-Sham gap	0.291	Ha
energy above the lowest of the compared OMol25 structures with the same formula, charge and spin	0.00	kcal/mol



Entry 2:
DFT (ωB97M-V/def2-TZVPD) results for a structure of composition C27H35F2MoN6OPS.

Each line ends with the Löwdin spin population.
Cartesian coordinates (Å):
Mo1 0.25074 -0.15741 0.56264  0.893
O1 0.34235 0.44134 2.29306  -0.003
N1 -0.06901 -0.03924 3.46880  0.001
C1 0.32273 0.54569 4.62464  0.011
C2 -0.11271 0.02722 5.80849  0.003
C3 -0.96135 -1.08967 5.80161  0.009
C4 -1.34539 -1.65887 4.60603  0.005
C5 -0.87615 -1.12793 3.40665  0.005
S1 -1.21030 -1.73240 1.83812  0.015
H1 0.96243 1.41126 4.52756  0.000
H2 0.20226 0.48325 6.73571  0.000
H3 -1.31584 -1.50481 6.73569  0.000
H4 -1.99819 -2.51937 4.56535  0.000
F1 3.80941 -4.14315 1.50800  0.000
C6 3.66229 -2.86236 1.17451  0.000
C7 2.37051 -2.37046 1.03629  0.004
C8 2.19020 -1.04929 0.65595  -0.010
C9 3.29456 -0.23184 0.40244  -0.001
C10 4.57443 -0.76261 0.58342  -0.001
F2 5.64487 -0.00463 0.39526  -0.001
C11 4.77603 -2.07696 0.96174  0.001
C12 2.97560 1.14807 0.02642  0.001
C13 3.88641 2.09200 -0.43179  0.000
C14 3.46521 3.38525 -0.69995  0.002
C15 2.13301 3.72111 -0.48344  0.000
C16 1.27401 2.73364 -0.06746  0.006
N2 1.65907 1.46387 0.15814  0.002
H5 1.52990 -3.01886 1.26101  0.000
H6 5.77842 -2.46397 1.09173  0.000
H7 4.92040 1.82330 -0.57029  0.000
H8 4.17458 4.11778 -1.06133  0.000
H9 1.77124 4.72745 -0.64077  0.000
H10 0.22978 2.94281 0.10881  0.001
C17 -4.03936 -0.33653 -0.10220  0.000
C18 -3.10976 -0.01095 -1.27183  0.012
C19 -2.75892 -1.28945 -2.03079  0.000
P1 -1.62608 1.03339 -0.80449  -0.006
C20 -2.48360 2.41755 0.12923  -0.005
C21 -2.39680 2.17575 1.64186  0.000
C22 -2.10884 3.85856 -0.21502  -0.001
C23 -0.99626 1.79231 -2.38340  -0.004
C24 -2.12565 2.11394 -3.36295  -0.001
C25 0.10920 0.97202 -3.05803  0.000
H11 -4.88486 -0.90920 -0.48565  0.000
H12 -4.45245 0.54619 0.38190  0.000
H13 -3.54601 -0.95596 0.64462  0.000
H14 -3.64056 0.66349 -1.94845  0.001
H15 -2.34989 -2.03989 -1.35495  0.000
H16 -2.05699 -1.11978 -2.84801  0.000
H17 -3.67082 -1.70174 -2.46373  0.000
H18 -3.52092 2.28664 -0.18563  -0.001
H19 -3.09566 2.83192 2.16167  0.000
H20 -1.39440 2.40989 2.00801  0.000
H21 -2.64923 1.14677 1.90880  0.000
H22 -1.15256 4.17051 0.20424  0.000
H23 -2.86347 4.51344 0.22306  0.000
H24 -2.10747 4.05569 -1.28618  0.000
H25 -0.55007 2.73708 -2.06176  0.000
H26 -2.51577 1.21104 -3.83336  0.000
H27 -1.73858 2.75632 -4.15420  0.000
H28 -2.95115 2.64758 -2.88937  0.000
H29 -0.26021 0.00805 -3.40730  0.000
H30 0.95331 0.79986 -2.38908  0.000
H31 0.48001 1.51789 -3.92579  0.000
N3 0.81174 -5.19363 -3.57297  0.000
C26 1.11718 -4.46904 -2.52007  0.004
N4 2.07968 -4.82890 -1.68421  0.000
N5 0.39503 -3.34117 -2.32825  0.025
C27 0.35169 -2.40879 -1.53274  0.031
N6 0.14532 -1.41988 -0.89456  0.001
H32 1.28795 -6.05708 -3.78559  0.000
H33 0.06647 -4.90567 -4.18839  0.000
H34 2.59511 -5.68815 -1.80728  0.000
H35 2.34213 -4.24023 -0.91018  0.000

Atoms 1-6, force components in eV/Å:
Mo 0.156 -0.400 -0.199
O 0.294 0.835 2.070
N -0.464 -0.483 0.242
C 0.171 0.335 -0.049
C -0.095 -0.130 0.041
C 0.025 0.054 -0.107

Output
Kohn-Sham gap (alpha / beta)	0.226 / 0.239	Ha
2S+1	2
energy above the lowest of the compared OMol25 structures with the same formula, charge and spin	6.22	kcal/mol
charge	+3



Entry 3:
DFT (ωB97M-V/def2-TZVPD) results for a structure of composition C27H35GeN4O6S3SeW.

Each line ends with the Mulliken charge.
Cartesian coordinates (Å):
W1 -0.90285 -1.93716 0.49327  1.987
C1 -1.02265 1.64429 -4.04846  -0.567
S1 -2.06949 1.57506 -2.58533  0.198
C2 -1.56228 0.08321 -1.91849  0.274
S2 -2.36645 -0.35220 -0.37208  -0.412
N1 -0.68165 -0.68108 -2.45171  -0.852
N2 -0.51616 -1.81902 -1.70245  0.601
C3 -0.17454 -2.89250 -2.30365  -0.457
C4 -0.51073 -4.11997 -1.58128  0.669
C5 -0.19750 -5.38201 -2.01623  -0.970
C6 -0.78645 -6.45904 -1.34750  -0.245
C7 -1.65501 -6.21603 -0.30554  -1.005
C8 -1.87886 -4.90582 0.11180  0.096
N3 -1.31496 -3.88029 -0.52115  -0.118
H1 -1.31958 2.54162 -4.58716  0.421
H2 -1.18919 0.76630 -4.66688  0.349
H3 0.01759 1.70083 -3.74453  -0.075
H4 0.20533 -2.90606 -3.31941  0.524
H5 0.45957 -5.52604 -2.86177  0.500
H6 -0.57233 -7.47341 -1.65519  0.463
H7 -2.14797 -7.02277 0.21628  0.428
H8 -2.49794 -4.67181 0.96351  0.642
C9 2.02386 3.59265 -2.83789  -1.087
O1 1.64062 2.42426 -2.12900  -0.169
C10 2.38220 1.28582 -2.32914  -0.044
C11 3.34192 1.13520 -3.30952  -0.507
C12 4.02256 -0.07485 -3.43858  -0.841
C13 3.73513 -1.11358 -2.58019  -1.176
C14 2.76034 -0.96774 -1.59355  -0.080
C15 2.07688 0.23003 -1.45043  0.396
N4 1.07776 0.47423 -0.50893  1.246
C16 0.70931 -0.29330 0.59470  -1.263
C17 1.82591 -0.97821 1.31894  0.906
C18 2.79529 -0.33446 2.06736  -0.645
C19 3.73566 -1.09756 2.74990  -0.992
C20 3.68842 -2.48512 2.69885  -0.680
C21 2.70959 -3.14096 1.96062  -0.998
C22 1.80330 -2.35523 1.28003  0.571
O2 0.75993 -2.89559 0.55428  -0.473
H9 1.92536 3.45849 -3.91805  0.402
H10 3.05450 3.86824 -2.60524  0.392
H11 1.35244 4.38071 -2.50776  0.235
H12 3.57856 1.95300 -3.97444  0.455
H13 4.78139 -0.18152 -4.20100  0.408
H14 4.27871 -2.04659 -2.64919  0.478
H15 2.56999 -1.78902 -0.91887  0.661
H16 0.64056 1.37919 -0.59449  0.218
H17 0.11569 0.35582 1.25120  0.646
H18 2.82373 0.74715 2.11054  0.567
H19 4.50521 -0.60743 3.33008  0.455
H20 4.41903 -3.06531 3.24612  0.436
H21 2.63886 -4.21906 1.92856  0.533
O3 -2.31230 -2.26410 4.12957  -0.632
S3 -1.66608 -2.67108 2.94345  1.040
O4 -2.51947 -2.42728 1.65222  -0.668
O5 -0.56725 -1.65780 2.45077  -0.554
O6 -1.12529 -3.99616 2.83404  -0.559
C23 -3.39503 4.61676 -0.12951  -1.212
Ge1 -2.41069 3.92885 1.41675  0.422
C24 -0.76569 3.07416 0.77288  -0.166
C25 -1.96064 5.38743 2.63420  -1.157
C26 -3.53994 2.58800 2.32990  -0.966
Se1 -2.59687 0.98801 2.92835  0.106
C27 -1.65636 1.77825 4.42941  -1.025
H22 -2.77555 5.29254 -0.71979  0.352
H23 -4.28121 5.16383 0.19292  0.380
H24 -3.72283 3.79830 -0.77229  0.341
H25 -0.16964 3.78576 0.19958  0.364
H26 -1.02409 2.23349 0.12629  -0.903
H27 -0.16585 2.69644 1.60166  0.311
H28 -1.41420 6.17494 2.11598  0.366
H29 -1.34116 5.02483 3.45534  0.360
H30 -2.86610 5.81947 3.06043  0.360
H31 -4.32163 2.23600 1.65513  0.453
H32 -4.04323 3.01056 3.19991  0.482
H33 -0.92532 2.51489 4.10087  0.265
H34 -1.15137 0.96188 4.94147  0.383
H35 -2.37086 2.23666 5.10951  0.355

Atoms 1-6, force components in eV/Å:
W -0.906 -0.896 -0.418
C -0.054 -0.057 -0.060
S -0.024 0.085 -0.069
C -0.004 -0.205 0.395
S -0.017 0.368 -0.260
N 0.129 0.109 -0.252

Output
Kohn-Sham gap (alpha / beta)	0.165 / 0.166	Ha
energy above the lowest of the compared OMol25 structures with the same formula, charge and spin	50.24	kcal/mol
charge	+1



Entry 4:
DFT (ωB97M-V/def2-TZVPD) results for a structure of composition C27H35I2N7ORu.

Each line ends with the Löwdin spin population.
Cartesian coordinates (Å):
Ru1 -0.56872 0.24688 0.07306  0.961
C1 2.53874 0.70361 2.03542  -0.002
C2 1.57963 -0.26963 1.44376  -0.002
C3 1.84006 -0.86732 0.19660  0.035
C4 1.03955 -1.89984 -0.30900  -0.011
C5 1.41220 -2.62867 -1.55500  -0.003
C6 -0.07739 -2.30914 0.44831  -0.029
C7 -0.36477 -1.74935 1.70936  -0.004
C8 -1.42165 -2.35096 2.57575  -0.001
C9 0.44084 -0.69369 2.16857  0.001
H1 3.23061 0.14965 2.67863  -0.001
H2 2.03907 1.44101 2.66199  0.000
H3 3.13074 1.20774 1.27439  0.000
H4 2.73992 -0.58891 -0.33833  0.001
H5 1.87639 -3.57885 -1.27147  -0.001
H6 2.13448 -2.07666 -2.15204  0.000
H7 0.54075 -2.86920 -2.16398  -0.001
H8 -0.65607 -3.15935 0.10375  -0.001
H9 -1.03275 -3.28908 2.98302  -0.001
H10 -2.32155 -2.59193 2.01062  0.000
H11 -1.68050 -1.71047 3.41613  0.000
H12 0.27545 -0.28792 3.15997  0.000
C10 -1.63238 6.79389 1.00795  0.000
C11 -0.49098 6.85612 -0.00407  0.000
C12 0.86206 7.00899 0.68133  0.000
C13 -0.50009 5.69197 -1.00823  0.000
N1 -0.50017 4.35696 -0.40377  0.003
C14 -1.46514 3.73754 0.29922  0.009
N2 -1.03990 2.52531 0.57380  0.041
N3 0.17638 2.42887 0.00939  0.055
N4 0.49907 3.50726 -0.59714  0.014
H13 -1.69673 7.74402 1.53525  0.000
H14 -1.46551 6.02323 1.76552  0.000
H15 -2.59924 6.63237 0.52312  0.000
H16 -0.65161 7.73636 -0.63203  0.000
H17 1.06620 6.18216 1.36784  0.000
H18 0.87396 7.92528 1.26992  0.000
H19 1.67658 7.06833 -0.04113  0.000
H20 0.38846 5.74049 -1.63379  0.000
H21 -1.38473 5.75876 -1.64285  0.000
H22 -2.40502 4.16901 0.59741  0.000
C15 -4.51005 -6.00538 -6.48803  -0.001
C16 -4.66078 -4.94235 -5.46240  -0.006
C17 -4.32412 -5.17309 -4.12011  -0.001
C18 -4.48314 -4.19595 -3.16773  -0.002
C19 -5.01361 -2.93995 -3.50832  -0.004
N5 -5.19297 -2.02012 -2.46950  -0.006
C20 -6.01512 -0.90092 -2.47657  0.000
O1 -6.71061 -0.55830 -3.39049  0.000
N6 -6.01393 -0.18640 -1.27225  -0.001
C21 -5.05290 -0.01257 -0.30309  -0.001
C22 -5.40431 0.54228 0.93690  0.007
C23 -4.43513 0.71917 1.90362  0.000
C24 -3.12200 0.37809 1.61634  0.008
N7 -2.77648 -0.10204 0.41914  -0.014
C25 -3.70597 -0.29402 -0.52182  -0.005
C26 -5.32427 -2.68405 -4.85488  -0.002
C27 -5.15325 -3.67329 -5.79719  -0.001
H23 -3.79772 -6.77219 -6.19170  0.000
H24 -4.24924 -5.59896 -7.46473  0.000
H25 -5.47170 -6.51116 -6.63913  -0.001
H26 -3.94910 -6.14811 -3.83600  0.000
H27 -4.23673 -4.40141 -2.13015  0.000
H28 -4.86688 -2.33110 -1.56910  0.000
H29 -6.82522 0.41286 -1.20171  0.000
H30 -6.43124 0.82877 1.12824  0.000
H31 -4.69100 1.11529 2.87627  0.000
H32 -2.33816 0.49998 2.35158  0.001
H33 -3.36569 -0.65740 -1.48358  0.000
H34 -5.70426 -1.71992 -5.14397  0.000
H35 -5.40428 -3.46663 -6.82971  0.000
I1 -0.85706 0.15753 -2.77345  -0.026
I2 1.65187 0.95718 -3.27189  -0.005

Atoms 1-6, force components in eV/Å:
Ru -0.406 -2.696 0.606
C -0.042 0.134 -0.037
C -0.004 0.310 -0.031
C -0.151 0.438 -0.152
C 0.069 0.038 -0.252
C -0.022 0.044 -0.061

Output
Kohn-Sham gap (alpha / beta)	0.077 / 0.103	Ha
2S+1	2
energy above the lowest of the compared OMol25 structures with the same formula, charge and spin	23.88	kcal/mol
charge	+3



Q: The lowest energy above the lowest of the compared OMol25 structures with the same formula, charge and spin belongs to which entry?
A: C27H35ClNO6PS



Q: The lowest energy above the lowest of the compared OMol25 structures with the same formula, charge and spin belongs to which entry?
A: C27H35ClNO6PS



Q: The highest energy above the lowest of the compared OMol25 structures with the same formula, charge and spin belongs to which entry?
A: C27H35GeN4O6S3SeW